No. 1
Here is C4H12N2S in the gas phase from OMol25. Energies are from the ωB97M-V functional and the def2-TZVPD basis.

```
19
C4H12N2S the ωB97M-V functional and the def2-TZVPD basis
C -2.09759 2.54974 -0.82873
N -1.13057 1.59752 -0.26498
C -0.44657 0.85977 -1.32458
C 0.38031 -0.32376 -0.69727
N -0.51146 -1.51584 -0.59669
C 0.93604 -0.01674 0.76447
S 1.49981 -1.59651 1.56209
H -3.00797 2.15971 -1.31381
H -2.35797 3.26723 -0.05237
H -1.60454 3.01881 -1.71761
H -1.57237 1.17376 0.54480
H 0.31147 1.59911 -1.59764
H -1.14781 0.33263 -2.00238
H 1.36051 -0.26941 -1.27245
H -1.36387 -1.25625 -1.07722
H -0.01138 -2.24175 -1.10646
H 0.11953 0.41516 1.36047
H 1.66921 0.76250 0.74159
H 2.40256 -1.79280 0.55214
```

Structure (SMILES): CNC[C@H](N)CS
Electronic energy: -18156.3728 eV
Multiplicity: 1
HOMO level: -8.643 eV
Largest force on an atom: 3.45 eV/A
Energy above the lowest of the compared OMol25 structures with the same formula, charge and spin: 1.646 eV

For reference, the natural (NBO) charges in units of e are:
1 C -0.413
2 N -0.656
3 C -0.238
4 C -0.068
5 N -0.832
6 C -0.504
7 S -0.034
8 H 0.164
9 H 0.201
10 H 0.186
11 H 0.368
12 H 0.213
13 H 0.175
14 H 0.184
15 H 0.351
16 H 0.369
17 H 0.215
18 H 0.209
19 H 0.109



No. 2
Here is C3H5N3OS in the gas phase from OMol25. Energies are from the ωB97M-V functional and the def2-TZVPD basis.

```
13
C3H5N3OS the ωB97M-V functional and the def2-TZVPD basis
C -1.23428 1.34415 -0.05911
N -0.38690 0.39272 0.61561
N -0.64266 -0.94805 0.33527
C 0.42025 -1.69774 -0.02388
O 0.47666 -2.88862 -0.17556
N 1.49554 -0.80452 -0.21838
C 1.25390 0.47563 0.03764
S 2.06623 1.84012 -0.04146
H -2.22739 1.29921 0.38889
H -0.81418 2.33411 0.11484
H -1.31166 1.16643 -1.13806
H -1.49025 -1.36550 0.68919
H 2.39474 -1.14794 -0.52499
```

Structure (SMILES): Cn1[nH]c(=O)[nH]c1=S
Electronic energy: -20544.1431 eV
Multiplicity: 1
HOMO level: -8.889 eV
Largest force on an atom: 4.41 eV/A
Energy above the lowest of the compared OMol25 structures with the same formula, charge and spin: 1.516 eV

For reference, the natural (NBO) charges in units of e are:
1 C -0.435
2 N -0.267
3 N -0.479
4 C 0.760
5 O -0.600
6 N -0.638
7 C 0.200
8 S -0.019
9 H 0.204
10 H 0.234
11 H 0.182
12 H 0.416
13 H 0.442



no.,gap between HOMO and LUMO (eV)
1,9.54
2,9.27